No. 1
Computed, not measured: a molecular structure, C33H73HgN4O3, with wB97M-V/def2-TZVPD.

**Total energy**: -1897.38402 a.u.
**Total charge**: +5
**Multiplicity**: 1

```
114
C33H73HgN4O3 | the OMol25 dataset | wB97M-V/def2-TZVPD
Hg -7.17969 6.19149 3.03831
O -2.53319 1.65092 3.21090
C -3.20162 2.73819 3.06886
O -3.92155 2.90437 2.04844
O -3.41013 3.57579 3.93076
H -2.70656 1.12011 2.43002
C -7.86654 -2.06438 -0.95436
C -7.17406 -1.28260 -2.11655
C -8.09494 -0.88838 -3.24115
N -7.38459 -0.38676 -4.53068
C -8.54136 0.05085 -5.43331
C -6.49263 -1.44911 -5.21820
C -5.00891 -0.84593 -5.17847
C -4.99987 0.16871 -4.03690
C -6.41373 0.80518 -4.28333
H -8.37106 -2.98215 -1.25643
H -8.53335 -1.42293 -0.37816
H -7.10884 -2.35073 -0.22498
H -6.28568 -1.77750 -2.50892
H -6.67822 -0.45357 -1.61163
H -8.93086 -0.22442 -3.02090
H -8.56923 -1.83631 -3.49528
H -9.06218 0.93056 -5.05521
H -9.22514 -0.76324 -5.67372
H -8.16691 0.33083 -6.41795
H -6.75697 -1.54080 -6.27168
H -6.54026 -2.34392 -4.59760
H -4.80798 -0.29949 -6.09995
H -4.23984 -1.61048 -5.06853
H -4.20212 0.89252 -4.20359
H -4.85762 -0.36827 -3.09907
H -6.49361 1.31680 -5.24248
H -6.81217 1.40584 -3.46568
C 2.12024 7.01849 0.14614
C 1.80781 7.50702 -1.30639
C 1.28289 8.94804 -1.27661
N 1.04499 9.44723 -2.73997
C -0.16359 8.70295 -3.45884
C 0.53406 10.94260 -2.71148
C 0.91161 11.60893 -4.01855
C 2.16828 10.88305 -4.41624
C 2.27354 9.58499 -3.60901
H 2.27192 5.94278 0.23514
H 1.28885 7.11626 0.84423
H 2.98624 7.50009 0.60021
H 1.13172 6.74942 -1.70268
H 2.64705 7.33880 -1.98128
H 1.90743 9.67992 -0.76435
H 0.32208 9.09055 -0.78202
H -0.26839 9.14383 -4.45017
H -1.02265 8.99062 -2.85273
H 0.03251 7.63430 -3.54613
H -0.48433 10.98126 -2.32485
H 0.98817 11.48062 -1.87937
H 0.14974 11.51826 -4.79280
H 1.14481 12.66468 -3.88032
H 2.18198 10.55260 -5.45485
H 3.06406 11.46800 -4.20764
H 2.41332 8.72839 -4.26840
H 3.07313 9.52650 -2.87054
C -0.29939 -5.41442 5.37175
C -0.49077 -5.08210 6.97502
C 0.82965 -5.27996 7.67840
N 0.76035 -4.98768 9.19746
C -0.13563 -3.80189 9.51142
C 2.15719 -4.86066 9.87795
C 2.85529 -6.25896 9.96165
C 1.56179 -7.18036 10.05868
C 0.30945 -6.32090 9.87449
H -1.05581 -4.84769 4.82884
H -0.61705 -6.43075 5.13881
H 0.70775 -5.37609 4.95664
H -1.24806 -5.72694 7.42089
H -0.96518 -4.10141 7.01074
H 1.40184 -4.44597 7.27200
H 1.43733 -6.15007 7.42994
H 0.24352 -2.94785 8.95019
H -0.04280 -3.50473 10.55601
H -1.16797 -4.04871 9.26356
H 2.01786 -4.40856 10.85993
H 2.70289 -4.14971 9.25758
H 3.47915 -6.36665 10.84895
H 3.46370 -6.48576 9.08615
H 1.53270 -7.64812 11.04278
H 1.60759 -7.97524 9.31424
H -0.20965 -5.89607 10.73365
H -0.51157 -6.67697 9.25221
C 6.85793 -6.92964 -4.24233
C 7.06861 -5.48073 -3.70159
C 5.67748 -4.85966 -3.46365
N 5.65132 -3.37269 -2.95126
C 6.16937 -2.43281 -4.06034
C 4.10344 -3.13847 -2.78234
C 4.06608 -1.94160 -1.91342
C 5.01473 -2.44706 -0.78155
C 6.31244 -2.99599 -1.52977
H 7.83941 -7.39934 -4.17762
H 6.64079 -6.87723 -5.30920
H 6.21429 -7.63341 -3.71455
H 7.65427 -5.02406 -4.49944
H 7.60480 -5.45351 -2.75298
H 5.08067 -5.55890 -2.87800
H 5.27724 -4.66576 -4.45879
H 7.09685 -2.79198 -4.50629
H 6.38130 -1.44983 -3.63971
H 5.40616 -2.37721 -4.83657
H 3.70928 -2.97656 -3.78560
H 3.53617 -3.90103 -2.24866
H 4.45385 -1.01649 -2.33993
H 3.06003 -1.79856 -1.51906
H 5.25910 -1.59742 -0.14397
H 4.44599 -3.19227 -0.22539
H 7.14915 -2.31523 -1.68651
H 6.70883 -3.93951 -1.15460
```

---

No. 2
Computed, not measured: 12 unconnected molecules or ions with the total composition C33H74B5F20N8O6, with wB97M-V/def2-TZVPD.

**Total energy**: -4312.51806 a.u.
**Total charge**: +3
**Multiplicity**: 1

```
146
C33H74B5F20N8O6 | the OMol25 dataset | wB97M-V/def2-TZVPD
C -0.92070 -8.78128 -1.27560
C 0.35973 -8.07017 -1.54801
O 0.30048 -6.91827 -1.99498
N 1.63771 -8.73759 -1.04633
H 1.57573 -9.74495 -1.08501
H 2.31327 -8.37108 -1.70160
C 1.99550 -8.03364 0.29785
H -0.89232 -9.74833 -1.77770
H -1.79946 -8.31386 -1.71990
H -1.01259 -8.90501 -0.19655
H 2.25245 -6.99966 0.06771
H 2.81970 -8.46937 0.86261
H 1.11586 -7.99315 0.94028
C 10.28766 3.55092 6.83601
C 10.45110 2.26553 6.05729
O 11.38330 1.96857 5.38099
N 9.29238 1.31458 5.92595
H 9.18578 0.67486 6.70023
H 8.50790 1.94046 5.81215
C 9.29617 0.44608 4.67235
H 10.34250 3.41982 7.91671
H 9.28869 3.97146 6.72064
H 10.92780 4.18535 6.22297
H 10.11303 -0.27384 4.62181
H 9.43228 1.10174 3.81230
H 8.29018 0.05104 4.53086
C -8.59686 -1.14949 4.37854
C -8.22486 -1.12020 2.93825
O -7.72464 -0.10773 2.33995
N -8.56521 -2.42888 2.21042
H -8.07689 -3.21479 2.61539
H -9.54358 -2.58899 2.40345
C -8.12423 -2.49221 0.76729
H -8.19342 -2.03632 4.86728
H -9.67860 -1.23700 4.47996
H -8.35622 -0.12498 4.66242
H -8.57340 -3.33692 0.24497
H -7.03769 -2.57018 0.72895
H -8.47287 -1.54643 0.35249
C 0.69126 4.78948 8.28080
N 1.66261 5.50427 9.19170
C 1.67143 5.22167 10.48149
C 2.65436 5.69076 11.32143
C 3.76762 6.33553 10.78033
C 3.74549 6.77434 9.42078
C 2.63900 6.26469 8.63138
C 4.86514 6.63920 11.66558
C 5.47765 7.87198 11.52478
C 6.54568 8.27824 12.30301
N 7.00232 7.43035 13.23562
C 6.48828 6.17468 13.33748
C 5.42291 5.70013 12.56097
C 8.01544 7.92743 14.17425
H 0.72089 5.35949 7.35219
H -0.28370 4.91329 8.75221
H 0.93026 3.73981 8.11001
H 0.84148 4.58173 10.74239
H 2.68781 5.56985 12.39412
H 4.55001 7.29338 8.92101
H 2.64005 6.54901 7.58948
H 4.99490 8.57645 10.86367
H 7.11329 9.19415 12.22991
H 6.90817 5.56734 14.12568
H 4.88607 4.76307 12.54882
H 8.99462 7.86913 13.69897
H 8.08141 7.20205 14.98517
H 7.64101 8.85888 14.59887
C 1.00805 -4.88236 -9.59010
C 1.94903 -6.09717 -9.49707
C 1.81461 -6.99668 -10.73150
O 2.81407 -7.90900 -10.74684
C 3.23560 -8.50562 -11.99662
N 3.34038 -5.45941 -9.50449
H 3.52197 -4.70092 -10.14624
H 3.61614 -5.11250 -8.59690
H 4.07461 -6.10662 -9.75372
H 1.18971 -4.33029 -10.51222
H 1.17711 -4.33713 -8.66152
H -0.02964 -5.21595 -9.59595
H 1.88708 -6.75803 -8.63247
H 1.81662 -6.51081 -11.70722
H 0.88937 -7.57187 -10.76577
H 3.99348 -7.90895 -12.50425
H 2.37986 -8.77429 -12.61601
H 3.56435 -9.46885 -11.60648
C 1.13105 0.97729 -0.84079
C 0.34187 1.54483 -2.03107
C -1.15149 1.84326 -1.64477
O -1.78680 2.19278 -2.88802
C -2.78318 1.24638 -3.39762
N 1.00222 2.87010 -2.64126
H 1.75163 2.58745 -3.25657
H 0.27474 3.33717 -3.16348
H 1.40656 3.51810 -1.98043
H 0.70356 -0.00977 -0.66450
H 0.98523 1.65574 -0.00024
H 2.19926 0.78580 -0.94259
H 0.29772 0.82668 -2.84987
H -1.12759 2.72303 -1.00171
H -1.62291 1.04227 -1.07532
H -3.73902 1.49034 -2.93400
H -2.52292 0.18813 -3.37582
H -2.96158 1.48050 -4.44712
C -12.31552 0.50564 -6.40083
C -12.59187 2.07495 -6.31801
C -11.49182 3.01827 -6.84016
O -12.10508 4.29215 -6.63544
C -11.21691 5.29023 -6.85296
N -13.94267 2.49261 -6.88391
H -14.05072 3.49477 -6.81988
H -14.02450 2.27663 -7.86715
H -14.72913 2.06431 -6.41687
H -11.97399 0.08683 -7.34743
H -13.17679 -0.05234 -6.03343
H -11.54072 0.24578 -5.67953
H -12.92248 2.34892 -5.31614
H -11.25023 2.86087 -7.89133
H -10.57872 2.81573 -6.28040
H -10.28789 5.13964 -6.30312
H -11.60229 6.25427 -6.52103
H -10.86567 5.43769 -7.87424
B 6.51428 -4.84901 -3.62218
F 7.33816 -4.99496 -2.52678
F 6.12244 -6.11013 -4.10317
F 5.34499 -4.25456 -3.34675
F 7.17165 -4.15317 -4.59321
B -2.17704 -4.01023 4.26974
F -2.08197 -2.69791 4.16666
F -2.46116 -4.65727 3.10552
F -0.96358 -4.52672 4.67408
F -3.15611 -4.28648 5.20043
B 5.94022 5.25699 2.59206
F 5.71171 4.21036 3.48491
F 6.53718 6.30643 3.15674
F 6.76305 4.75997 1.62303
F 4.75198 5.57189 1.95914
B -7.14540 -5.36096 -6.87157
F -8.34000 -5.77652 -7.44052
F -6.25736 -5.82940 -7.78768
F -6.96009 -4.04233 -6.92532
F -6.86428 -6.02565 -5.70699
B 4.31601 1.82202 -9.29665
F 4.64883 1.47242 -8.02679
F 4.85549 0.76765 -9.99656
F 2.91896 1.86117 -9.53557
F 4.76718 3.02937 -9.71462
```

---

No. 3
Computed, not measured: 4 unconnected molecules or ions with the total composition C33H74N4O2P, with wB97M-V/def2-TZVPD.

**Total energy**: -2012.19840 a.u.
**Multiplicity**: 2

```
114
C33H74N4O2P | the OMol25 dataset | wB97M-V/def2-TZVPD
C 3.64339 -0.19909 4.63707
C 2.19174 0.32789 4.01462
P 2.17559 2.17156 3.52959
C 3.14322 3.09230 4.88784
C 3.53509 4.64771 4.54461
C 0.41826 2.86309 3.24543
C 0.53149 3.79067 1.85600
C 1.26827 5.23276 2.08931
O 1.76264 5.86156 0.98788
C -0.67398 1.67470 2.84114
C -1.82620 1.40622 3.96703
C -2.05979 -0.25131 3.98587
C -3.24274 2.02416 3.38644
N -1.48833 1.78752 5.37649
O -0.73879 0.88564 6.02590
C -1.05643 3.20718 5.57092
C -0.26280 3.26102 7.04196
C -2.35414 4.24158 5.79023
C -0.13688 3.87299 4.40406
H 4.52962 0.12156 3.94396
H 3.61352 -1.37110 4.85784
H 3.71171 0.30478 5.71411
H 1.37870 -0.00033 4.78946
H 2.01380 -0.35295 3.05060
H 4.18099 2.51439 5.00941
H 2.65509 3.08792 5.95214
H 4.53964 4.99004 5.04756
H 2.70689 5.42003 4.88933
H 3.69831 4.73248 3.37574
H -0.54177 4.03130 1.39900
H 1.17190 3.18068 1.07532
H 1.38456 5.81294 3.09886
H -1.24883 2.01962 1.85282
H -0.14983 0.65416 2.54013
H -2.68741 -0.55917 4.93311
H -2.61826 -0.53438 2.97552
H -1.00546 -0.80956 3.96873
H -3.10541 3.14296 3.06795
H -3.59693 1.38026 2.44633
H -4.03555 1.91789 4.25616
H 0.78750 2.75010 7.01773
H -0.88594 2.74293 7.88687
H -0.19053 4.41129 7.31770
H -2.80936 4.53689 4.72872
H -3.22290 3.63355 6.33154
H -2.05759 5.19418 6.40522
H 0.72010 4.49581 4.94369
H -0.81492 4.68799 3.85643
C -1.33234 -0.96792 -0.03512
C -2.45609 -1.97430 0.20739
N -3.71806 -1.64043 -0.45949
C -4.83950 -2.48265 -0.02025
C -4.77088 -3.97487 -0.34248
C -3.64800 -1.40952 -1.90329
C -3.12462 -2.54641 -2.77439
H -1.62381 0.03648 0.28894
H -0.44566 -1.26106 0.53757
H -1.03784 -0.92594 -1.08638
H -2.62547 -2.00350 1.29025
H -2.09868 -2.96674 -0.08132
H -5.77657 -2.07775 -0.42286
H -4.93543 -2.37549 1.06751
H -4.99980 -4.16767 -1.39412
H -5.51949 -4.51266 0.24673
H -3.79703 -4.40995 -0.10968
H -3.02206 -0.52546 -2.08186
H -4.63678 -1.10871 -2.27266
H -2.25655 -3.04610 -2.33917
H -2.81918 -2.15235 -3.74983
H -3.89835 -3.29275 -2.96460
C 4.88013 1.65822 0.97483
C 5.41445 0.25837 0.67591
N 4.38214 -0.71389 0.30467
C 4.88398 -2.09447 0.25919
C 5.93702 -2.42898 -0.79650
C 3.50645 -0.33846 -0.80663
C 4.16116 -0.04740 -2.15270
H 4.13982 1.63542 1.78118
H 5.70374 2.30630 1.29383
H 4.42710 2.12181 0.09535
H 5.91615 -0.08920 1.58674
H 6.18552 0.34080 -0.09525
H 4.03824 -2.78419 0.14448
H 5.30480 -2.33258 1.24413
H 5.49020 -2.52766 -1.78955
H 6.39930 -3.39230 -0.56179
H 6.73529 -1.68571 -0.84298
H 2.92948 0.54657 -0.50816
H 2.74229 -1.11378 -0.94647
H 5.07478 0.54343 -2.05848
H 3.46893 0.52062 -2.78376
H 4.39451 -0.96813 -2.69090
C -2.01987 -0.66352 -6.80560
C -1.48555 -2.06337 -7.10453
N -2.51786 -3.03563 -7.47576
C -2.01602 -4.41621 -7.52125
C -0.96298 -4.75072 -8.57694
C -3.39355 -2.66020 -8.58707
C -2.73884 -2.36914 -9.93314
H -2.76018 -0.68632 -5.99926
H -1.19626 -0.01544 -6.48661
H -2.47290 -0.19993 -7.68508
H -0.98385 -2.41093 -6.19369
H -0.71448 -1.98094 -7.87568
H -2.86176 -5.10593 -7.63595
H -1.59520 -4.65432 -6.53630
H -1.40980 -4.84940 -9.56999
H -0.50070 -5.71404 -8.34222
H -0.16471 -4.00745 -8.62341
H -3.97052 -1.77517 -8.28860
H -4.15771 -3.43552 -8.72690
H -1.82522 -1.77831 -9.83892
H -3.43107 -1.80112 -10.56420
H -2.50549 -3.28987 -10.47133
```

---

no.,largest force on an atom (eV Å⁻¹)
1,3.06
2,7.10
3,8.26